{"formula": "C6H6", "method": "ωB97M-V/def2-TZVPD", "species": ["C", "C", "C", "C", "C", "C", "H", "H", "H", "H", "H", "H"], "coordinates": [[-1.4622, 0.9206, -0.3519], [-1.3969, -0.5291, -0.0142], [-0.2821, -1.2441, 0.2432], [1.0167, -0.6873, 0.1691], [2.1814, -0.2498, 0.1138], [3.4781, 0.0918, 0.1194], [-2.0013, 1.4523, 0.4422], [-0.4642, 1.3523, -0.4526], [-2.0276, 1.0804, -1.2773], [-2.3503, -1.0543, 0.0529], [-0.3920, -2.2909, 0.5251], [3.6710, 1.1293, -0.1888]], "forces_ev_per_a": [[0.080, -0.003, 0.000], [0.070, -0.048, 0.048], [-0.111, 0.081, -0.041], [0.281, 0.141, -0.006], [-0.104, -0.106, 0.063], [-0.379, 0.055, -0.061], [0.060, -0.060, -0.113], [-0.143, -0.053, 0.005], [0.076, -0.056, 0.124], [0.132, 0.074, 0.024], [0.080, 0.139, -0.089], [-0.043, -0.165, 0.047]], "mulliken_charge": [-0.979, 0.082, -0.951, 0.280, 0.879, -1.030, 0.272, 0.295, 0.276, 0.340, 0.350, 0.187], "e_homo_ev": [-7.95, -7.97], "relative_energy_kcal_mol": 126.3, "e_tot_ha": -232.0251, "orbital_gap_ev": [6.675, 6.690]}

---

{"formula": "C6H6", "method": "ωB97M-V/def2-TZVPD", "species": ["C", "C", "C", "C", "C", "C", "H", "H", "H", "H", "H", "H"], "coordinates": [[-2.7204, 0.1019, -0.1349], [-1.3020, 0.5689, -0.2101], [-0.2086, -0.1237, -0.0022], [0.9371, -0.6688, 0.1820], [2.2160, -0.7134, 0.2578], [3.4839, -0.3898, 0.2517], [-3.2745, 0.6752, 0.6162], [-2.7679, -0.9564, 0.1212], [-3.2335, 0.2593, -1.0894], [4.0535, -0.4102, -0.6728], [3.9433, 0.0432, 1.1360], [-1.1269, 1.6136, -0.4555]], "forces_ev_per_a": [[-0.136, -0.094, 0.019], [0.227, -0.178, 0.071], [0.013, -0.063, 0.021], [0.083, 0.357, -0.085], [-0.268, 0.443, -0.107], [-0.080, 0.042, -0.017], [0.084, -0.090, -0.045], [-0.060, 0.067, -0.014], [0.089, -0.049, 0.075], [0.054, -0.211, 0.161], [0.062, -0.265, -0.050], [-0.069, 0.042, -0.029]], "mulliken_charge": [-1.003, -0.256, 0.285, 0.184, -0.014, -0.870, 0.286, 0.323, 0.288, 0.238, 0.238, 0.300], "e_homo_ev": -8.62, "relative_energy_kcal_mol": 92.7, "e_tot_ha": -232.0786, "smiles": "C=C=C=C=CC", "orbital_gap_ev": 9.232}

---

{"formula": "C6H6", "method": "ωB97M-V/def2-TZVPD", "species": ["C", "C", "C", "C", "C", "C", "H", "H", "H", "H", "H", "H"], "coordinates": [[-0.6497, 0.9288, -0.3110], [-2.0594, 0.2307, 0.6624], [-1.6927, -0.1603, -0.6504], [-0.7515, -0.9423, 0.3105], [0.3953, -0.0512, 0.0484], [1.8304, -0.0064, 0.3265], [-0.6117, 2.0038, -0.5138], [-2.2489, -0.1887, -1.6565], [-0.8485, -1.9571, 0.4635], [2.5421, -0.5077, -0.4504], [2.0908, -0.3722, 1.4220], [2.0038, 1.0226, 0.3491]], "forces_ev_per_a": [[1.628, 0.708, -0.049], [3.390, -0.405, -0.781], [-0.736, 0.855, -0.486], [-0.117, 0.687, -1.545], [-5.788, 0.419, 0.724], [1.474, -1.886, 1.107], [-0.129, -0.602, -0.143], [1.450, -0.592, 1.718], [-0.029, -1.949, 0.513], [-1.545, 0.731, 1.416], [-0.656, 0.309, -2.347], [1.058, 1.725, -0.127]], "mulliken_charge": [-0.642, -0.630, 0.099, -0.701, 0.652, -0.942, 0.417, 0.422, 0.464, 0.264, 0.269, 0.330], "e_homo_ev": -8.38, "relative_energy_kcal_mol": 168.4, "e_tot_ha": -231.9579, "orbital_gap_ev": 8.378}

---

{"formula": "C6H6AlCl2LuO4", "method": "ωB97M-V/def2-TZVPD", "species": ["Al", "Lu", "Cl", "Cl", "C", "C", "C", "O", "O", "O", "C", "C", "C", "O", "H", "H", "H", "H", "H", "H"], "coordinates": [[-2.8541, 1.4006, -4.0910], [0.0508, 0.6965, 0.0277], [-1.1618, 1.8271, -2.7787], [-2.2525, 0.5136, 0.3112], [0.2193, 1.9234, 2.1681], [-2.8336, 2.0658, -6.1889], [-4.4829, 2.4947, -3.8020], [0.2824, 2.4631, 3.1965], [-3.0011, 2.5503, -7.2218], [-5.3623, 3.2510, -3.6732], [2.9854, -2.3182, 1.3456], [1.7738, -1.6504, 1.8330], [1.4732, -1.6905, 3.2795], [1.1315, -0.8519, 1.0114], [3.3209, -3.0535, 2.0877], [3.8089, -1.6168, 1.1254], [2.7508, -2.8686, 0.4353], [1.6585, -0.7227, 3.8027], [0.3937, -1.9321, 3.3826], [2.0992, -2.4813, 3.7488]], "forces_ev_per_a": [[2.449, 0.877, 0.021], [0.873, -1.517, 1.534], [-1.799, -0.545, -1.775], [0.231, -0.049, -0.154], [0.407, 3.220, 5.652], [-0.819, 1.950, -4.689], [-6.737, 5.204, 1.325], [-0.370, -2.960, -5.508], [0.987, -2.479, 5.132], [5.459, -4.752, -0.809], [-0.237, -1.140, 0.088], [0.854, 2.292, -0.358], [-0.565, -0.741, 0.069], [-0.308, -0.114, 0.427], [0.109, 0.322, -0.264], [-0.383, 0.033, 0.083], [0.126, 0.053, -0.345], [-0.077, -0.449, -0.543], [0.432, 0.129, 0.260], [-0.634, 0.665, -0.146]], "mulliken_charge": [0.743, 1.706, 0.062, -0.340, 0.233, 0.423, 0.591, -0.018, 0.109, 0.105, -1.081, 0.857, -1.010, -0.551, 0.369, 0.347, 0.391, 0.339, 0.364, 0.361], "charge": 4, "e_homo_ev": -23.59, "e_tot_ha": -2929.8746, "orbital_gap_ev": 5.372}

---

{"formula": "C6H6BCdF7", "method": "ωB97M-V/def2-TZVPD", "species": ["F", "C", "F", "C", "F", "C", "C", "B", "C", "F", "F", "C", "F", "F", "H", "H", "H", "H", "H", "H", "Cd"], "coordinates": [[2.9404, -2.0734, 1.0156], [3.2448, -0.8766, 0.7342], [4.5029, -0.6308, 0.4602], [2.3265, 0.2503, 0.6770], [2.2210, 1.0576, 1.7525], [1.5557, 0.5134, -0.5844], [-0.0131, 0.7269, -0.3591], [-0.8331, -0.6337, -0.1264], [-2.4316, -0.8049, -0.2650], [-2.7553, -2.1179, 0.0927], [-2.8999, -0.5692, -1.5572], [-3.2716, 0.1195, 0.7032], [-4.5931, -0.2776, 0.6239], [-2.8006, 0.1109, 1.9983], [1.9637, 1.5648, -0.9978], [1.8059, -0.2512, -1.3723], [-0.3856, 1.2999, -1.2603], [-0.1416, 1.3833, 0.5454], [-0.2249, -1.6021, 0.2101], [-3.2681, 1.1766, 0.3098], [3.0577, 1.6343, -2.6002]], "forces_ev_per_a": [[0.755, 1.949, -0.768], [2.529, -0.405, 0.596], [-2.545, -1.276, 0.718], [-3.156, 1.463, -1.486], [0.621, -1.304, -1.589], [1.072, -2.302, 3.164], [-0.336, 0.920, -0.786], [0.369, 0.028, -0.077], [-1.242, -0.612, 0.868], [0.517, 1.387, -0.712], [0.778, -0.193, 1.319], [-1.265, 0.928, -1.119], [1.841, 0.160, 0.611], [-0.318, -0.436, -1.328], [0.041, 0.185, 0.162], [-0.503, 0.396, 0.851], [0.243, -0.443, 0.989], [0.017, -0.430, -0.790], [-0.039, 0.042, -0.058], [0.232, -0.896, 0.529], [0.391, 0.839, -1.094]], "mulliken_charge": [0.027, 0.451, -0.016, 0.672, -0.163, -0.543, -0.733, 0.076, 0.712, -0.257, -0.278, 0.136, -0.231, -0.233, 0.361, 0.434, 0.304, 0.426, -0.065, 0.291, 0.629], "charge": 2, "e_homo_ev": -17.17, "e_tot_ha": -1122.8965, "orbital_gap_ev": 4.802}

---

{"formula": "C6H6BrF2NOS", "method": "ωB97M-V/def2-TZVPD", "species": ["C", "C", "C", "C", "C", "C", "N", "O", "F", "F", "S", "Br", "H", "H", "H", "H", "H", "H"], "coordinates": [[0.5911, 0.2458, 2.6433], [0.7045, -1.0988, 2.6976], [0.0709, -0.1804, 0.5964], [-0.0259, 1.5933, -1.0891], [-0.5684, 0.1465, -1.0329], [-0.0598, -1.0121, -1.9393], [0.2473, 0.7756, 1.4270], [-1.9049, -0.0935, -0.9928], [-0.6568, -2.1592, -1.5153], [-0.3652, -0.7583, -3.1886], [0.4621, -1.7385, 1.1046], [1.8292, -1.1633, -2.0208], [0.7247, 1.0300, 3.3903], [0.9536, -1.6764, 3.6021], [-0.5192, 2.2000, -0.3993], [0.9908, 1.5904, -0.9607], [-0.2597, 1.9206, -2.0633], [-2.2142, 0.3783, -0.2593]], "forces_ev_per_a": [[0.005, 1.212, 0.325], [0.589, -0.364, 0.764], [-0.929, -0.128, -4.080], [-2.295, -2.240, -2.607], [3.285, -1.082, 4.592], [0.145, 1.133, 1.242], [-0.500, -0.026, 0.230], [-0.469, -0.127, -1.598], [0.618, 0.436, -0.665], [-1.464, -0.099, -1.532], [-0.379, -0.595, 1.395], [1.130, -0.337, 0.443], [0.078, -0.841, 0.343], [-0.090, 0.193, -0.875], [-0.689, 0.751, 1.254], [2.385, 0.075, 0.450], [-0.158, 0.923, -1.353], [-1.263, 1.115, 1.672]], "mulliken_charge": [-0.513, -0.300, 0.258, -1.711, 0.798, 0.493, -0.411, -0.561, -0.187, -0.242, -0.080, -0.094, 0.402, 0.382, 0.382, 0.433, 0.478, 0.475], "e_homo_ev": -9.47, "relative_energy_kcal_mol": 0.0, "e_tot_ha": -3534.1088, "smiles": "C[C@](O)(c1nccs1)C(F)(F)Br", "orbital_gap_ev": 10.056}

---

Maximum force per entry: 0.008, 0.010, 0.114, 0.168, 0.079, 0.112 hartree/bohr